(1)
Here is the ion C19H20BrFN5O3 with charge +1 in a non-equilibrium geometry from the OMol25 dataset. Energies are from ωB97M-V/def2-TZVPD.

lowest unoccupied orbital energy	-0.1158	hartree
structure (SMILES)	Nc1nonc1C(=O)NCC[NH2+]Cc1cc(Br)ccc1OCc1ccc(F)cc1
charge	+1
gap between HOMO and LUMO	8.22	eV
calculated total energy	-106373.202	eV

Element x y z (Å)
N1 3.540 0.734 -2.293
C1 4.220 -0.400 -2.486
N2 5.515 -0.498 -2.720
O1 5.796 -1.806 -2.793
N3 4.734 -2.559 -2.622
C2 3.714 -1.751 -2.423
C3 2.351 -2.202 -2.196
O2 1.431 -1.397 -1.987
N4 2.192 -3.534 -2.217
C4 0.918 -4.229 -2.210
C5 0.123 -4.016 -0.919
N5 -0.531 -2.691 -0.919
C6 -1.046 -2.253 0.403
C7 -1.616 -0.867 0.299
C8 -2.973 -0.670 0.104
C9 -3.479 0.616 0.007
Br1 -5.344 0.869 -0.271
C10 -2.632 1.708 0.112
C11 -1.277 1.519 0.305
C12 -0.749 0.234 0.391
O3 0.564 -0.068 0.553
C13 1.491 0.986 0.761
C14 1.259 1.766 2.033
C15 0.729 1.140 3.154
C16 0.517 1.849 4.322
C17 0.852 3.191 4.356
F1 0.648 3.886 5.484
C18 1.390 3.836 3.255
C19 1.587 3.115 2.092
H1 3.997 1.602 -2.512
H2 2.535 0.684 -2.310
H3 3.030 -4.070 -2.400
H4 0.316 -3.906 -3.069
H5 1.128 -5.292 -2.326
H6 0.800 -4.063 -0.063
H7 -0.630 -4.800 -0.811
H8 0.223 -1.987 -1.302
H9 -1.303 -2.675 -1.591
H10 -1.805 -2.960 0.744
H11 -0.207 -2.250 1.102
H12 -3.643 -1.514 0.043
H13 -3.031 2.708 0.047
H14 -0.641 2.383 0.399
H15 2.461 0.478 0.805
H16 1.497 1.661 -0.104
H17 0.478 0.091 3.115
H18 0.104 1.377 5.198
H19 1.642 4.882 3.316
H20 2.003 3.607 1.225

Mulliken atomic charge list, values in e, 2 entries: -0.32 0.57

---

(2)
Here is an isolated molecule of C6H7N in a non-equilibrium geometry from the OMol25 dataset. Energies are from ωB97M-V/def2-TZVPD.

lowest unoccupied orbital energy	0.0294	hartree
charge	0
gap between HOMO and LUMO	7.65	eV
calculated total energy	-7819.781	eV

Element x y z (Å)
C1 0.458 1.291 0.067
C2 1.866 1.064 0.039
C3 3.296 -0.958 0.121
C4 -1.980 0.044 0.093
C5 -0.948 -1.041 0.138
C6 -0.576 0.426 0.133
N1 2.574 -0.009 -0.021
H1 0.274 2.446 0.155
H2 2.387 1.993 -0.205
H3 3.803 -1.822 -0.133
H4 -2.481 0.294 -0.816
H5 -2.625 0.027 1.062
H6 -0.526 -1.647 0.967
H7 -0.769 -1.681 -0.867

Mulliken atomic charge list, values in e, 2 entries: -0.26 -0.27